{"formula": "C19H27N2O4SeSi2V", "method": "ωB97M-V/def2-TZVPD", "symbols": ["V", "O", "C", "O", "C", "C", "C", "C", "C", "N", "C", "O", "O", "H", "H", "H", "H", "Se", "C", "C", "C", "N", "C", "C", "H", "H", "H", "H", "C", "Si", "C", "C", "C", "Si", "C", "C", "C", "H", "H", "H", "H", "H", "H", "H", "H", "H", "H", "H", "H", "H", "H", "H", "H", "H", "H", "H"], "positions_angstrom": [[-0.020, 0.597, -1.232], [3.332, -0.731, -3.227], [2.079, -0.575, -2.720], [1.811, 0.481, -2.028], [1.072, -1.470, -2.926], [0.986, -2.598, -3.793], [-0.216, -3.184, -4.012], [-1.404, -2.619, -3.414], [-1.287, -1.575, -2.577], [-0.065, -1.022, -2.236], [-2.390, -0.769, -1.988], [-3.558, -1.092, -2.015], [-1.920, 0.352, -1.469], [3.833, 0.047, -2.947], [1.885, -2.948, -4.284], [-0.296, -4.035, -4.675], [-2.394, -2.992, -3.640], [0.126, 3.117, -1.442], [-1.231, 3.704, -0.217], [-2.497, 3.126, -0.109], [-3.386, 3.639, 0.823], [-3.128, 4.666, 1.635], [-1.921, 5.212, 1.518], [-0.954, 4.776, 0.628], [-2.787, 2.292, -0.730], [-4.371, 3.193, 0.924], [-1.712, 6.047, 2.181], [0.014, 5.261, 0.593], [2.779, -1.707, 0.500], [2.154, -0.052, 1.140], [2.512, -0.025, 3.001], [3.222, 1.370, 0.490], [0.337, 0.139, 0.746], [-0.863, -1.094, 1.489], [-2.622, -0.428, 1.430], [-0.778, -2.794, 0.690], [-0.542, -1.420, 3.329], [3.871, -1.743, 0.531], [2.458, -1.901, -0.526], [2.401, -2.522, 1.125], [3.598, -0.001, 3.139], [2.124, -0.890, 3.539], [2.102, 0.875, 3.468], [3.784, 1.823, 1.311], [2.622, 2.149, 0.017], [3.940, 1.016, -0.252], [0.038, 1.121, 1.165], [-3.108, -0.588, 0.466], [-2.626, 0.647, 1.632], [-3.226, -0.915, 2.201], [-0.839, -2.759, -0.395], [-1.611, -3.404, 1.053], [0.151, -3.305, 0.957], [-0.453, -0.496, 3.904], [0.360, -2.012, 3.496], [-1.388, -1.986, 3.730]], "nbo_charge": [1.459, -0.682, 0.632, -0.727, -0.119, -0.147, -0.271, -0.208, 0.031, -0.567, 0.762, -0.615, -0.763, 0.493, 0.218, 0.206, 0.231, -0.177, -0.113, -0.303, 0.034, -0.454, 0.026, -0.300, 0.254, 0.185, 0.177, 0.217, -1.121, 1.712, -1.116, -1.113, -1.602, 1.702, -1.120, -1.119, -1.114, 0.226, 0.238, 0.227, 0.221, 0.226, 0.229, 0.220, 0.256, 0.223, 0.259, 0.258, 0.236, 0.221, 0.240, 0.230, 0.227, 0.230, 0.220, 0.225], "energy_ha": -5075.3316, "de_lowest_kj_mol": 0.0, "max_force_ev_per_a": 0.6, "spin_multiplicity": 2, "total_charge": -1, "lumo_ev": [2.33, 2.68]}